1.
{
  "formula": "C41H42I2N2O2PtSi3",
  "method": "wB97M-V/def2-TZVPD",
  "relative_energy_ev": 0.0000,
  "homo_energy_ev": -7.49,
  "largest_force_ha_per_bohr": 0.0204,
  "elements": ["Pt", "I", "C", "C", "C", "I", "C", "O", "C", "C", "N", "C", "C", "C", "C", "C", "C", "N", "C", "H", "H", "H", "H", "H", "H", "H", "H", "H", "H", "H", "C", "Si", "C", "C", "C", "C", "C", "C", "C", "Si", "C", "C", "H", "H", "H", "H", "H", "H", "H", "H", "H", "H", "H", "H", "H", "H", "H", "H", "O", "Si", "C", "C", "C", "C", "C", "C", "C", "C", "C", "C", "C", "C", "C", "C", "C", "C", "C", "C", "H", "H", "H", "H", "H", "H", "H", "H", "H", "H", "H", "H", "H", "H", "H"],
  "coordinates": [[-0.349, 1.061, 0.612], [5.727, 4.413, 3.583], [4.363, 3.456, 2.325], [4.755, 2.337, 1.600], [3.842, 1.691, 0.785], [4.381, -0.038, -0.237], [2.511, 2.129, 0.662], [1.659, 1.493, -0.069], [2.146, 3.269, 1.416], [0.717, 3.710, 1.352], [-0.192, 2.680, 1.973], [0.166, 2.447, 3.387], [1.086, 1.269, 3.586], [1.833, 1.137, 4.749], [2.655, 0.032, 4.884], [2.716, -0.896, 3.854], [1.942, -0.680, 2.729], [1.135, 0.375, 2.609], [3.061, 3.919, 2.233], [5.765, 1.960, 1.676], [0.580, 4.656, 1.882], [0.390, 3.833, 0.318], [-1.125, 3.078, 1.971], [0.649, 3.345, 3.780], [-0.752, 2.292, 3.952], [1.784, 1.897, 5.519], [3.254, -0.096, 5.776], [3.363, -1.760, 3.912], [1.983, -1.350, 1.875], [2.749, 4.790, 2.798], [-1.530, 2.542, -2.190], [-2.154, 2.006, -0.517], [-2.782, 3.550, 0.384], [-3.626, 0.862, -0.559], [-4.700, 0.963, -1.442], [-5.790, 0.114, -1.316], [-5.815, -0.836, -0.303], [-4.749, -0.943, 0.578], [-3.646, -0.097, 0.459], [-2.118, -0.174, 1.546], [-1.637, -1.967, 1.727], [-2.562, 0.455, 3.267], [-2.274, 3.164, -2.697], [-1.309, 1.675, -2.813], [-0.610, 3.124, -2.100], [-3.714, 3.822, -0.120], [-2.116, 4.415, 0.320], [-3.054, 3.377, 1.430], [-4.687, 1.698, -2.241], [-6.619, 0.188, -2.009], [-6.664, -1.502, -0.209], [-4.779, -1.702, 1.353], [-2.485, -2.486, 2.187], [-0.770, -2.121, 2.373], [-1.462, -2.422, 0.753], [-3.403, -0.124, 3.658], [-2.880, 1.501, 3.247], [-1.731, 0.346, 3.966], [-0.491, -0.270, -0.849], [0.275, -1.406, -1.708], [1.819, -2.157, -0.937], [1.842, -2.697, 0.352], [2.981, -3.301, 0.867], [4.130, -3.387, 0.092], [4.127, -2.872, -1.195], [2.985, -2.264, -1.700], [0.802, -0.603, -3.318], [1.532, 0.591, -3.259], [1.925, 1.243, -4.418], [1.590, 0.716, -5.660], [0.866, -0.464, -5.737], [0.478, -1.117, -4.572], [-0.909, -2.826, -2.066], [-0.536, -4.167, -1.949], [-1.431, -5.192, -2.228], [-2.720, -4.893, -2.640], [-3.111, -3.567, -2.773], [-2.215, -2.549, -2.484], [0.952, -2.655, 0.967], [2.971, -3.709, 1.870], [5.021, -3.857, 0.490], [5.018, -2.939, -1.808], [3.009, -1.851, -2.702], [1.784, 1.017, -2.291], [2.491, 2.165, -4.355], [1.894, 1.227, -6.565], [0.602, -0.877, -6.703], [-0.089, -2.039, -4.643], [0.470, -4.417, -1.632], [-1.120, -6.225, -2.126], [-3.419, -5.691, -2.861], [-4.115, -3.326, -3.098], [-2.535, -1.519, -2.587]]
}


2.
{
  "formula": "C41H42IN8O2PbS2Sb",
  "method": "wB97M-V/def2-TZVPD",
  "relative_energy_ev": 3.7587,
  "homo_energy_ev": -7.46,
  "largest_force_ha_per_bohr": 0.0152,
  "elements": ["Pb", "C", "C", "N", "C", "C", "C", "O", "C", "C", "N", "C", "C", "C", "C", "C", "C", "I", "C", "O", "H", "H", "H", "H", "H", "H", "H", "H", "H", "H", "H", "H", "N", "C", "N", "C", "N", "N", "C", "C", "C", "C", "C", "C", "N", "C", "C", "C", "C", "C", "C", "H", "H", "H", "H", "H", "H", "H", "H", "H", "H", "H", "S", "C", "N", "C", "C", "C", "C", "C", "C", "S", "H", "H", "H", "H", "C", "C", "Sb", "C", "C", "C", "C", "H", "H", "H", "H", "H", "H", "H", "H", "H", "H", "H", "H", "H", "H", "H"],
  "coordinates": [[-0.101, 0.635, -1.361], [-0.962, 5.561, -0.432], [-1.815, 4.704, 0.456], [-2.519, 5.275, 1.395], [-3.257, 4.498, 2.230], [-3.392, 3.151, 2.070], [-4.252, 2.380, 3.035], [-3.533, 1.399, 3.782], [-2.693, 2.505, 1.007], [-3.117, 1.171, 0.635], [-2.665, 0.404, -0.292], [-3.473, -0.739, -0.638], [-4.595, -1.245, 0.238], [-4.808, -2.533, 0.015], [-4.188, -3.677, -2.279], [-3.571, -2.803, -3.328], [-3.016, -1.609, -2.570], [-1.544, -0.589, -3.826], [-1.781, 3.268, 0.246], [-0.937, 2.800, -0.588], [-1.263, 6.600, -0.322], [-1.039, 5.247, -1.473], [0.093, 5.469, -0.156], [-3.759, 5.011, 3.042], [-5.106, 1.920, 2.524], [-4.659, 3.069, 3.771], [-2.957, 0.909, 3.187], [-4.005, 0.841, 1.175], [-5.260, -0.615, 0.812], [-5.629, -3.106, 0.427], [-4.163, -4.750, -2.408], [-3.016, -3.186, -4.171], [4.121, -1.358, -0.453], [3.072, -0.595, -0.831], [1.880, -0.719, -0.366], [1.635, -1.746, 0.533], [0.466, -2.238, 0.718], [-0.473, -1.644, -0.114], [-1.432, -2.420, -0.417], [-2.713, -2.030, -1.094], [-3.777, -3.163, -0.889], [-5.067, -2.911, -3.263], [-5.859, -1.697, -2.947], [-5.291, -0.627, -2.407], [-3.927, -0.593, -2.083], [2.777, -2.307, 1.272], [2.656, -2.999, 2.476], [3.777, -3.514, 3.093], [5.033, -3.351, 2.505], [5.171, -2.662, 1.317], [4.037, -2.129, 0.709], [5.012, -1.227, -0.902], [3.265, 0.166, -1.583], [-1.382, -3.438, -0.027], [-3.333, -4.009, -0.361], [-5.508, -3.552, -4.015], [-6.907, -1.681, -3.215], [-5.853, 0.259, -2.139], [1.669, -3.119, 2.903], [3.685, -4.041, 4.034], [5.912, -3.755, 2.990], [6.146, -2.518, 0.867], [1.983, 0.910, -3.463], [2.173, -0.795, -3.551], [1.354, -1.684, -3.072], [1.838, -2.970, -3.237], [1.185, -4.129, -2.820], [1.784, -5.358, -3.036], [3.027, -5.449, -3.670], [3.685, -4.307, -4.098], [3.085, -3.073, -3.873], [3.636, -1.479, -4.280], [0.217, -4.050, -2.336], [1.283, -6.262, -2.712], [3.478, -6.420, -3.832], [4.644, -4.376, -4.597], [0.037, 4.222, 3.399], [1.424, 3.598, 3.240], [1.578, 2.156, 1.644], [2.282, 3.405, 0.026], [3.101, 4.643, 0.379], [3.533, 1.427, 2.279], [4.417, 2.352, 3.116], [-0.006, 4.868, 4.280], [-0.740, 3.462, 3.512], [-0.236, 4.835, 2.537], [1.702, 3.036, 4.133], [2.188, 4.362, 3.085], [1.381, 3.682, -0.526], [2.849, 2.730, -0.623], [2.562, 5.307, 1.057], [3.333, 5.219, -0.521], [4.049, 4.387, 0.851], [4.051, 1.150, 1.356], [3.346, 0.497, 2.826], [4.668, 3.271, 2.590], [5.357, 1.854, 3.372], [3.940, 2.633, 4.055]]
}


3.
{
  "formula": "C41H42N7O2S2TeTi",
  "method": "wB97M-V/def2-TZVPD",
  "spin_multiplicity": 2,
  "relative_energy_ev": 2.5805,
  "charge": -2,
  "homo_energy_ev": [-1.44, -1.42],
  "largest_force_ha_per_bohr": 0.0051,
  "elements": ["Ti", "N", "C", "S", "N", "N", "C", "C", "C", "C", "C", "C", "C", "O", "H", "H", "H", "H", "H", "H", "H", "N", "C", "N", "S", "H", "H", "H", "H", "C", "C", "C", "C", "C", "C", "Te", "N", "C", "O", "C", "C", "C", "C", "C", "C", "C", "C", "C", "C", "C", "C", "C", "C", "C", "C", "C", "C", "H", "H", "H", "H", "H", "H", "H", "H", "H", "H", "H", "H", "H", "H", "H", "H", "H", "H", "H", "H", "H", "H", "H", "H", "H", "H", "H", "N", "C", "C", "C", "C", "C", "C", "C", "H", "H", "H", "H"],
  "coordinates": [[-1.242, -1.959, -1.054], [1.333, -2.731, 2.680], [0.758, -2.511, 1.432], [-0.877, -1.934, 1.455], [1.514, -2.764, 0.416], [0.911, -2.575, -0.822], [1.710, -2.797, -1.795], [1.398, -2.707, -3.211], [2.436, -2.983, -4.102], [2.265, -2.911, -5.473], [1.014, -2.552, -5.967], [-0.031, -2.276, -5.109], [0.131, -2.341, -3.715], [-0.896, -2.098, -2.943], [0.933, -2.166, 3.413], [2.342, -2.730, 2.654], [2.729, -3.086, -1.534], [3.403, -3.254, -3.691], [3.087, -3.124, -6.144], [0.857, -2.482, -7.038], [-1.004, -1.980, -5.482], [-4.006, -3.039, 0.111], [-3.350, -2.384, -1.011], [-3.944, -2.868, -2.251], [-3.207, -0.636, -0.890], [-3.683, -4.005, 0.141], [-3.656, -2.616, 0.965], [-3.750, -3.865, -2.315], [-3.434, -2.442, -3.019], [-0.971, 2.388, 7.328], [-0.861, 2.100, 5.853], [0.336, 1.691, 5.288], [0.456, 1.441, 3.917], [1.784, 0.966, 3.393], [-0.648, 1.621, 3.084], [-0.732, 1.265, 0.753], [-0.242, 0.133, -0.958], [0.186, 0.778, -2.042], [0.865, 0.272, -2.955], [-0.173, 2.243, -2.270], [0.814, 3.158, -2.629], [0.492, 4.482, -2.877], [-0.833, 4.903, -2.812], [-1.827, 3.987, -2.498], [-1.498, 2.665, -2.216], [1.003, 2.500, 0.586], [2.255, 1.982, 0.234], [2.546, 0.517, 0.032], [3.322, 2.867, 0.062], [3.188, 4.232, 0.239], [4.352, 5.167, 0.040], [1.941, 4.723, 0.606], [0.847, 3.884, 0.776], [-0.479, 4.497, 1.138], [-1.880, 1.985, 3.651], [-3.134, 2.107, 2.818], [-1.965, 2.231, 5.019], [-0.084, 2.041, 7.862], [-1.841, 1.896, 7.767], [-1.074, 3.460, 7.519], [1.204, 1.549, 5.928], [2.393, 0.555, 4.202], [2.344, 1.779, 2.926], [1.648, 0.196, 2.634], [1.837, 2.811, -2.700], [1.275, 5.191, -3.125], [-1.088, 5.937, -3.013], [-2.865, 4.300, -2.465], [-2.268, 1.942, -1.970], [1.831, -0.128, 0.532], [3.548, 0.288, 0.404], [2.496, 0.252, -1.027], [4.290, 2.457, -0.214], [5.246, 4.621, -0.263], [4.585, 5.712, 0.958], [4.133, 5.909, -0.732], [1.807, 5.792, 0.744], [-0.401, 5.586, 1.150], [-0.816, 4.161, 2.121], [-1.244, 4.215, 0.411], [-3.338, 1.191, 2.259], [-3.053, 2.908, 2.080], [-3.997, 2.312, 3.455], [-2.923, 2.516, 5.446], [-1.449, -9.620, -1.104], [-1.424, -8.467, -1.074], [-1.394, -7.036, -1.035], [-1.342, -6.358, 0.183], [-1.315, -4.973, 0.205], [-1.333, -4.171, -0.956], [-1.389, -4.909, -2.160], [-1.417, -6.292, -2.216], [-1.323, -6.923, 1.108], [-1.276, -4.492, 1.176], [-1.411, -4.376, -3.104], [-1.456, -6.803, -3.171]]
}


4.
{
  "formula": "C41H42N7Sc",
  "method": "wB97M-V/def2-TZVPD",
  "charge": 2,
  "homo_energy_ev": -12.93,
  "largest_force_ha_per_bohr": 0.0619,
  "elements": ["Sc", "C", "C", "C", "C", "C", "C", "C", "N", "N", "C", "C", "C", "C", "C", "C", "N", "C", "C", "C", "C", "C", "C", "N", "H", "H", "H", "H", "H", "H", "H", "H", "H", "H", "H", "H", "H", "H", "H", "H", "H", "H", "H", "H", "C", "C", "C", "C", "C", "C", "C", "N", "C", "N", "C", "C", "C", "C", "C", "C", "C", "N", "C", "C", "C", "C", "C", "C", "C", "H", "H", "H", "H", "H", "H", "H", "H", "H", "H", "H", "H", "H", "H", "H", "H", "H", "H", "H", "H", "H", "H"],
  "coordinates": [[0.091, 1.335, -0.226], [-0.570, 3.002, -3.248], [-1.244, 1.607, -3.489], [-2.466, 1.226, -2.711], [-3.666, 0.895, -3.383], [-4.664, 0.240, -2.677], [-4.459, -0.118, -1.333], [-3.233, 0.247, -0.801], [-2.317, 1.020, -1.401], [-0.462, 3.330, -1.789], [0.715, 4.209, -1.548], [2.023, 3.453, -1.347], [3.212, 3.915, -1.820], [4.438, 3.301, -1.438], [4.396, 2.221, -0.540], [3.139, 1.742, -0.130], [1.940, 2.320, -0.534], [-1.680, 4.036, -1.317], [-1.992, 3.797, 0.145], [-3.053, 4.543, 0.645], [-3.571, 4.266, 1.922], [-2.828, 3.342, 2.716], [-1.737, 2.750, 2.173], [-1.251, 2.931, 0.898], [-1.145, 3.826, -3.722], [0.467, 2.962, -3.539], [-0.402, 0.902, -3.276], [-1.421, 1.436, -4.526], [-3.771, 0.983, -4.462], [-5.529, -0.027, -3.216], [-5.169, -0.761, -0.762], [-3.018, -0.049, 0.201], [0.494, 4.899, -0.666], [0.733, 4.789, -2.457], [3.191, 4.718, -2.500], [5.338, 3.555, -1.972], [5.311, 1.736, -0.214], [3.022, 0.939, 0.655], [-2.532, 3.681, -1.970], [-1.676, 5.133, -1.639], [-3.560, 5.241, -0.075], [-4.488, 4.702, 2.333], [-3.241, 3.093, 3.724], [-1.079, 2.210, 2.782], [2.303, -3.873, 1.903], [0.944, -4.537, 1.906], [0.544, -5.482, 2.893], [-0.525, -6.375, 2.777], [-1.376, -6.170, 1.704], [-1.187, -5.120, 0.843], [-0.046, -4.309, 0.937], [0.028, -3.223, -0.013], [0.081, -1.889, 0.287], [-0.298, -1.541, 1.570], [0.188, -0.446, 2.328], [0.768, 0.680, 1.712], [1.386, 1.617, 2.515], [1.313, 1.616, 3.939], [0.598, 0.571, 4.517], [0.013, -0.442, 3.718], [-0.871, -1.462, 4.413], [0.353, -0.935, -0.598], [1.003, -1.394, -1.794], [0.238, -1.887, -2.874], [0.745, -2.837, -3.772], [2.085, -3.202, -3.727], [2.903, -2.618, -2.749], [2.380, -1.810, -1.736], [3.286, -1.487, -0.575], [2.677, -4.071, 2.948], [2.170, -2.784, 1.924], [3.084, -4.268, 1.202], [1.091, -5.381, 3.860], [-0.718, -7.171, 3.488], [-2.247, -6.846, 1.548], [-1.801, -4.951, -0.030], [-0.046, -3.409, -1.003], [-0.613, -2.374, 2.031], [1.912, 2.449, 2.004], [1.795, 2.479, 4.463], [0.555, 0.465, 5.609], [-1.117, -1.166, 5.461], [-0.312, -2.417, 4.484], [-1.820, -1.653, 3.869], [-0.780, -1.493, -2.987], [0.040, -3.269, -4.449], [2.478, -3.976, -4.418], [3.950, -2.891, -2.679], [3.783, -2.403, -0.227], [2.662, -1.101, 0.228], [4.113, -0.795, -0.918]]
}


5.
{
  "formula": "C41H42P2ReTe",
  "method": "wB97M-V/def2-TZVPD",
  "spin_multiplicity": 4,
  "relative_energy_ev": 0.4281,
  "charge": 2,
  "homo_energy_ev": [-12.91, -13.16],
  "largest_force_ha_per_bohr": 0.0721,
  "elements": ["Re", "C", "C", "C", "C", "C", "C", "C", "C", "C", "H", "H", "H", "H", "H", "H", "H", "H", "H", "H", "H", "H", "H", "H", "H", "P", "P", "C", "C", "C", "C", "C", "C", "C", "C", "C", "C", "C", "C", "C", "C", "C", "C", "C", "C", "C", "C", "C", "C", "C", "C", "C", "C", "H", "H", "H", "H", "H", "H", "H", "H", "H", "H", "H", "H", "H", "H", "H", "H", "H", "H", "H", "H", "H", "H", "Te", "C", "C", "C", "C", "C", "C", "H", "H", "H", "H", "H"],
  "coordinates": [[2.121, -2.877, 1.367], [4.144, -2.488, 1.757], [3.532, -1.220, 1.435], [3.672, -0.525, 0.119], [2.899, -1.161, -1.074], [2.171, -2.439, -0.721], [2.913, -3.652, -0.358], [4.407, -3.732, -0.448], [5.068, -3.272, 0.863], [0.218, -3.379, 2.168], [4.394, -2.627, 2.796], [3.371, -0.545, 2.299], [4.722, -0.327, -0.141], [3.231, 0.479, 0.270], [2.170, -0.405, -1.417], [3.560, -1.276, -1.945], [1.295, -2.618, -1.352], [2.433, -4.600, -0.586], [4.786, -3.169, -1.309], [4.699, -4.772, -0.651], [5.468, -4.179, 1.335], [5.952, -2.666, 0.648], [0.295, -4.211, 2.882], [-0.386, -3.687, 1.322], [-0.226, -2.528, 2.677], [-2.261, 3.326, 0.195], [-3.786, 1.462, -1.762], [-1.931, 3.472, -1.574], [-2.708, 2.761, -2.439], [-2.707, 5.099, 0.586], [-2.319, 6.173, -0.239], [-2.522, 7.497, 0.167], [-3.234, 7.765, 1.342], [-3.767, 6.711, 2.089], [-3.502, 5.388, 1.716], [-0.555, 2.967, 0.753], [-0.083, 1.674, 0.478], [1.167, 1.300, 0.943], [1.972, 2.189, 1.660], [1.517, 3.493, 1.863], [0.257, 3.897, 1.412], [-5.297, 1.908, -2.789], [-5.915, 3.147, -2.529], [-6.995, 3.575, -3.310], [-7.464, 2.780, -4.366], [-6.840, 1.558, -4.635], [-5.759, 1.130, -3.859], [-3.214, -0.018, -2.648], [-3.747, -1.252, -2.220], [-3.394, -2.410, -2.901], [-2.501, -2.367, -3.973], [-1.974, -1.138, -4.376], [-2.318, 0.041, -3.715], [-1.073, 4.085, -1.879], [-2.762, 2.969, -3.517], [-1.842, 5.985, -1.204], [-2.118, 8.325, -0.426], [-3.362, 8.795, 1.677], [-4.383, 6.930, 2.963], [-3.912, 4.571, 2.308], [-0.716, 0.983, -0.079], [1.465, 0.272, 0.761], [2.937, 1.852, 2.044], [2.160, 4.185, 2.400], [-0.070, 4.924, 1.578], [-5.530, 3.792, -1.736], [-7.473, 4.536, -3.114], [-8.330, 3.094, -4.961], [-7.181, 0.938, -5.465], [-5.249, 0.203, -4.125], [-4.441, -1.283, -1.381], [-3.818, -3.363, -2.598], [-2.202, -3.283, -4.483], [-1.294, -1.090, -5.221], [-1.917, 1.002, -4.045], [2.602, -5.214, 2.351], [4.375, -5.590, 3.490], [5.658, -5.989, 3.072], [6.711, -6.099, 4.008], [6.507, -5.801, 5.369], [5.184, -5.557, 5.794], [4.136, -5.445, 4.863], [5.809, -6.169, 2.009], [7.706, -6.394, 3.651], [7.340, -5.788, 6.095], [4.946, -5.432, 6.857], [3.111, -5.197, 5.141]]
}